1.
C8H13ClO3S | ωB97M-V/def2-TZVPD

Values from the calculation:
Calculated total energy (eV): -38001.9163
Frontier orbital gap (eV): 8.74
LUMO energy (eV): 0.446
Relative energy (zero: lowest compared OMol25 entry of this formula, charge and spin) (eV): 1.984

Structure (ORCA input):
```
! RIJCOSX wB97M-V def2-TZVPD def2/J DEFGRID3
* xyz 0 1
C 0.14 1.62 0.93
C -2.41 1.72 0.87
C -1.92 1.89 -0.53
C -1.12 1.08 0.44
C 1.23 -1.60 2.09
C 1.05 -0.08 -2.40
C 1.58 -1.15 0.66
C 1.79 0.29 0.40
O 0.58 2.43 1.62
O 3.34 1.01 -1.57
O 1.17 2.24 -1.29
S 1.96 1.03 -1.25
Cl 3.16 0.89 1.28
H -2.31 2.51 1.45
H -3.24 0.92 0.98
H -2.47 1.54 -1.45
H -1.43 2.88 -0.86
H -0.98 0.07 0.20
H 1.87 -1.25 2.96
H 0.23 -1.28 2.24
H 1.38 -2.60 2.22
H 0.10 -0.38 -1.91
H 0.75 0.46 -3.23
H 1.76 -0.81 -2.89
H 0.97 -1.36 -0.15
H 2.61 -1.74 0.39
*
```

***

2.
C41H37N5P2Re | ωB97M-V/def2-TZVPD

Values from the calculation:
Calculated total energy (eV): -71234.0877
⟨S²⟩: 0.76
Frontier orbital gap (spin up / spin down) (eV): 4.88 / 4.98
LUMO energy (spin up / spin down) (eV): -14.018 / -13.924
Relative energy (zero: lowest compared OMol25 entry of this formula, charge and spin) (eV): 4.164

Structure (ORCA input):
```
! RIJCOSX wB97M-V def2-TZVPD def2/J DEFGRID3
* xyz 4 2
Re 0.51 -0.70 0.19
N -0.50 -1.38 4.29
C -0.21 -1.58 3.04
N 0.14 -0.58 2.20
C 0.20 0.71 2.73
N 0.70 1.65 1.97
N 1.09 1.09 0.80
C 2.00 1.69 0.07
C 2.73 0.76 -0.80
C 4.05 1.37 -1.44
C 4.18 0.33 -3.86
C 3.86 -1.10 -3.51
C 2.94 -1.50 -1.00
N 2.69 -0.57 -0.10
C -0.18 0.98 4.09
C -0.18 2.25 4.66
C -0.52 2.40 5.99
C -0.86 1.29 6.77
C -0.87 0.02 6.24
C -0.53 -0.12 4.90
H -0.71 -2.19 4.87
H -0.24 -2.59 2.66
H 2.29 2.70 0.31
H 4.15 2.41 -1.13
H 4.30 0.67 -4.88
H 3.75 -1.87 -4.27
H 3.10 -2.52 -0.66
H 0.10 3.11 4.06
H -0.51 3.38 6.44
H -1.12 1.43 7.82
H -1.13 -0.84 6.84
C -1.53 -1.42 -3.01
C -0.31 -0.60 -3.47
P 0.48 0.34 -2.11
C -0.16 2.01 -2.18
C -0.78 2.67 -1.12
C -1.22 3.97 -1.27
C -1.05 4.63 -2.48
C -0.44 3.98 -3.55
C 0.00 2.68 -3.41
C 2.30 0.38 -2.25
C 2.79 -1.09 -2.42
C 5.25 -0.56 -3.28
C 5.81 -0.30 -1.95
C 5.27 0.59 -1.11
C 3.45 1.23 -2.88
C -2.42 -0.70 -1.99
P -1.88 -0.95 -0.27
C -3.00 -0.09 0.83
C -3.58 1.12 0.44
C -4.50 1.74 1.27
C -4.84 1.17 2.48
C -4.26 -0.03 2.89
C -3.34 -0.65 2.06
C -1.79 -2.70 0.06
C -2.84 -3.59 0.30
C -2.56 -4.94 0.47
C -1.25 -5.41 0.39
C -0.20 -4.54 0.14
C -0.49 -3.19 -0.03
H -1.19 -2.38 -2.61
H -2.13 -1.66 -3.89
H -0.60 0.14 -4.23
H 0.42 -1.26 -3.94
H -0.95 2.17 -0.17
H -1.70 4.48 -0.44
H -1.39 5.65 -2.60
H -0.32 4.49 -4.50
H 0.47 2.19 -4.25
H 2.00 -1.76 -2.80
H 5.96 -0.95 -4.00
H 6.72 -0.81 -1.69
H 5.71 0.76 -0.13
H 3.16 2.18 -3.31
H -3.45 -1.07 -2.03
H -2.47 0.38 -2.19
H -3.34 1.58 -0.51
H -4.97 2.67 0.95
H -5.57 1.65 3.12
H -4.54 -0.48 3.82
H -2.92 -1.61 2.36
H -3.86 -3.23 0.37
H -3.37 -5.64 0.66
H -1.06 -6.47 0.50
H 0.81 -4.92 0.05
H 0.42 -2.60 -0.34
*
```

***

3.
C27H25ClEuN6O6S3 | ωB97M-V/def2-TZVPD

Values from the calculation:
Calculated total energy (eV): -113983.7169
⟨S²⟩: 15.76
Frontier orbital gap (spin up / spin down) (eV): 4.42 / 4.56
LUMO energy (spin up / spin down) (eV): 3.134 / 3.135
Relative energy (zero: lowest compared OMol25 entry of this formula, charge and spin) (eV): 0.715

Structure (ORCA input):
```
! RIJCOSX wB97M-V def2-TZVPD def2/J DEFGRID3
* xyz -2 8
Eu -1.12 0.55 1.14
S -3.02 0.10 3.45
C -3.84 1.49 3.07
S -3.52 2.34 1.67
C -4.89 2.00 3.98
C -5.77 3.10 3.69
N -6.55 3.95 3.50
C -5.05 1.51 5.29
N -5.23 1.18 6.41
S 0.59 2.41 -5.25
C 0.05 2.32 -3.59
C -1.33 2.19 -3.33
C -1.71 2.05 -2.00
N -0.83 1.96 -1.00
C 0.48 2.13 -1.25
C 0.96 2.33 -2.54
C 1.12 0.76 -5.54
C 2.40 0.35 -5.18
C 2.74 -0.96 -5.45
N 1.93 -1.83 -6.08
C 0.74 -1.38 -6.45
C 0.27 -0.09 -6.22
H -2.06 2.21 -4.13
H -2.76 1.90 -1.73
H 1.18 2.07 -0.41
H 2.02 2.43 -2.71
H 3.08 1.06 -4.74
H 3.71 -1.32 -5.15
H 0.13 -2.13 -6.94
H -0.72 0.20 -6.51
C -5.68 -2.83 -0.55
N -4.17 -2.79 -0.40
C -3.37 -4.03 -0.11
C -3.58 -1.63 -0.27
N -2.83 -0.72 -0.09
H -5.95 -3.30 -1.50
H -5.99 -1.79 -0.50
H -6.14 -3.35 0.29
H -3.53 -4.76 -0.93
H -3.71 -4.53 0.83
H -2.30 -3.77 -0.05
C 4.91 -2.08 1.56
C 4.07 -0.89 1.96
C 3.12 -1.01 2.96
C 2.37 0.10 3.37
C 1.30 -0.09 4.42
C 2.54 1.33 2.73
C 3.57 1.50 1.78
C 3.82 2.84 1.12
C 4.28 0.38 1.37
C 1.39 2.38 2.82
O 1.53 3.53 3.22
O 0.26 1.89 2.35
H 5.68 -2.30 2.32
H 5.41 -1.82 0.62
H 4.28 -2.98 1.37
H 2.92 -2.01 3.35
H 1.75 -0.51 5.36
H 0.53 -0.80 4.07
H 0.90 0.88 4.71
H 2.89 3.38 1.09
H 4.24 2.69 0.11
H 4.52 3.44 1.74
H 5.00 0.47 0.53
O 1.92 -2.86 0.80
Cl 0.59 -2.40 0.45
O 0.05 -3.23 -0.63
O 0.68 -0.89 0.03
O -0.30 -2.33 1.71
*
```

***

4.
C3HAlO2 | ωB97M-V/def2-TZVPD

Values from the calculation:
Calculated total energy (eV): -13804.0148
⟨S²⟩: 0.79
Frontier orbital gap (spin up / spin down) (eV): 6.74 / 4.47
LUMO energy (spin up / spin down) (eV): -7.221 / -8.912
Relative energy (zero: lowest compared OMol25 entry of this formula, charge and spin) (eV): 3.893

Structure (ORCA input):
```
! RIJCOSX wB97M-V def2-TZVPD def2/J DEFGRID3
* xyz 1 2
C -2.01 1.11 -0.07
H -2.65 1.98 -0.12
C -1.26 0.18 0.11
O -0.63 -1.59 0.01
C -0.02 -0.73 0.75
Al 2.56 -0.64 0.85
O 1.11 -0.28 0.41
*
```